A molecular structure, C37H36Br4GeN3O7PbS in a non-equilibrium geometry. Source: the OMol25 dataset; level of theory: wB97M-V/def2-TZVPD.

Cartesian coordinates (Å):
Pb 1.57 0.26 0.78
O 1.01 -3.27 -2.07
C 1.57 -2.48 -1.28
O 0.97 -1.72 -0.45
C 3.07 -2.26 -1.44
C 3.24 -0.84 -2.04
C 4.61 -0.71 -2.72
C 5.55 -0.60 -1.48
C 4.55 -0.72 -0.32
O 3.39 -0.02 -0.86
C 4.02 -2.16 -0.19
C 3.41 -2.39 1.20
O 3.42 -3.54 1.66
O 3.01 -1.32 1.80
H 3.42 -3.02 -2.13
H 2.39 -0.49 -2.63
H 4.66 0.18 -3.34
H 4.83 -1.58 -3.34
H 6.05 0.37 -1.44
H 6.31 -1.39 -1.43
H 4.85 -0.26 0.61
H 4.81 -2.89 -0.30
Br 1.60 6.12 -3.77
C 1.99 4.95 -2.33
C 2.92 5.28 -1.37
Br 3.84 6.94 -1.46
C 3.19 4.39 -0.32
Br 4.44 4.81 1.05
C 2.55 3.14 -0.19
O 2.78 2.33 0.80
C 1.57 2.79 -1.19
O 0.93 1.65 -1.09
C 1.32 3.71 -2.22
Br -0.02 3.20 -3.48
S -2.12 1.94 1.73
C -0.54 2.37 2.42
C 0.28 3.31 1.81
C 1.55 3.51 2.32
C 1.96 2.79 3.43
C 1.06 1.90 4.00
N -0.17 1.70 3.51
H -0.06 3.83 0.92
H 2.22 4.21 1.85
H 2.96 2.89 3.83
H 1.33 1.29 4.86
Ge -2.54 0.12 3.02
C -4.15 -0.57 2.11
C -5.15 0.28 1.64
C -6.28 -0.22 0.99
C -6.41 -1.60 0.80
C -5.42 -2.46 1.27
C -4.30 -1.94 1.92
C -1.30 -1.35 3.25
C -0.92 -1.66 4.56
C -0.01 -2.68 4.80
C 0.55 -3.38 3.73
C 0.18 -3.08 2.43
C -0.75 -2.07 2.18
H -2.99 0.66 4.39
H -5.05 1.36 1.77
H -7.05 0.45 0.65
H -7.28 -1.99 0.29
H -5.52 -3.53 1.12
H -3.53 -2.62 2.28
H -1.33 -1.08 5.39
H 0.29 -2.91 5.81
H 1.30 -4.14 3.91
H 0.65 -3.59 1.60
H -0.98 -1.81 1.15
C -3.20 -1.67 -2.84
C -2.46 -1.59 -1.48
N -1.65 -0.38 -1.42
C -2.48 0.82 -1.51
C -3.29 0.81 -2.83
N -2.87 -0.41 -3.61
C -1.39 -0.34 -3.88
C -0.67 -0.40 -2.51
H -4.28 -1.70 -2.73
H -2.87 -2.51 -3.45
H -1.78 -2.45 -1.37
H -3.17 -1.60 -0.66
H -1.83 1.69 -1.46
H -3.16 0.85 -0.66
H -3.07 1.68 -3.45
H -4.37 0.74 -2.67
H -3.36 -0.42 -4.49
H -1.19 0.59 -4.41
H -1.13 -1.18 -4.52
H 0.01 0.44 -2.38
H -0.10 -1.33 -2.43

Summary:
HOMO-LUMO gap ... 5.46 eV
Total energy ... -15086.63867 Ha
Molecular weight ... 1266.2 g/mol
Total charge ... -1
ΔE to the lowest compared entry with this formula, charge and spin ... 7.3 kcal per mole

Atom charges from the Löwdin analysis, given in e for atoms 1 to 8:
1. Pb 1.60
2. O -0.01
3. C -0.62
4. O -0.19
5. C -0.09
6. C -0.23
7. C -0.09
8. C -0.09

---

A molecular structure, C4H6N2 in a non-equilibrium geometry. Source: the OMol25 dataset; level of theory: wB97M-V/def2-TZVPD.

Cartesian coordinates (Å):
C 0.81 0.45 0.77
C -0.43 -0.03 0.04
C -0.21 0.87 1.81
C -0.79 -1.33 -2.49
N -1.30 0.34 0.96
N 2.03 0.53 0.69
H -0.11 0.49 2.81
H -0.31 1.96 1.88
H -0.45 -0.46 -3.03
H -1.81 -1.68 -2.49
H -0.02 -2.18 -2.29
H 2.58 1.03 1.35

Summary:
HOMO-LUMO gap (spin up / spin down) ... 8.19 / 9.20 eV
Total energy ... -265.29004 Ha
Molecular weight ... 82.1 g/mol
Total charge ... 0
ΔE to the lowest compared entry with this formula, charge and spin ... 154.1 kcal per mole

Atom charges from the natural (NBO) analysis, given in e for atoms 1 to 8:
1. C 0.22
2. C 0.26
3. C -0.32
4. C -0.48
5. N -0.40
6. N -0.59
7. H 0.21
8. H 0.20

---

C7H15NO2 in the gas phase in a non-equilibrium geometry. Source: the OMol25 dataset; level of theory: wB97M-V/def2-TZVPD.

Cartesian coordinates (Å):
C 0.93 0.67 -0.38
C -0.61 0.41 -0.88
C -1.19 -0.70 1.25
C 0.42 -0.87 1.37
C -1.55 0.47 0.32
C 1.91 -0.11 -1.25
C 1.24 2.17 -0.43
N -1.73 -1.94 0.72
O 1.07 0.31 0.99
O -0.76 -0.77 -1.62
H -0.99 -1.49 -1.00
H -0.81 1.23 -1.58
H -1.55 -0.47 2.26
H -1.48 -2.73 1.31
H -2.74 -1.90 0.67
H 0.72 -1.72 0.74
H 0.71 -1.05 2.40
H -1.41 1.41 0.84
H -2.59 0.39 -0.01
H 2.90 -0.11 -0.80
H 1.96 0.35 -2.24
H 1.57 -1.14 -1.38
H 1.18 2.53 -1.45
H 2.25 2.34 -0.04
H 0.54 2.72 0.18

Summary:
HOMO-LUMO gap ... 9.81 eV
Total energy ... -480.94675 Ha
Molecular weight ... 145.2 g/mol
Structure (SMILES) ... CC1(C)OC[C@H](N)C[C@@H]1O
Total charge ... 0
ΔE to the lowest compared entry with this formula, charge and spin ... 24.3 kcal per mole

Atom charges from the natural (NBO) analysis, given in e for atoms 1 to 8:
1. C 0.25
2. C 0.08
3. C -0.07
4. C -0.07
5. C -0.44
6. C -0.65
7. C -0.62
8. N -0.86

---

C22H31N5O2S in the gas phase in a non-equilibrium geometry. Source: the OMol25 dataset; level of theory: wB97M-V/def2-TZVPD.

Cartesian coordinates (Å):
C 3.38 -2.79 6.31
H 3.59 -3.22 7.29
H 2.70 -1.95 6.42
H 2.89 -3.54 5.70
C 4.68 -2.34 5.65
C 4.43 -1.76 4.31
N 3.30 -1.60 3.71
N 3.55 -1.03 2.51
C 4.84 -0.87 2.45
S 5.73 -0.19 1.14
C 4.34 -0.14 -0.03
H 3.64 0.59 0.34
H 4.77 0.18 -0.98
C 3.79 -1.56 -0.16
O 4.56 -2.50 -0.21
N 2.45 -1.72 -0.21
C 1.42 -0.71 -0.17
H 1.83 0.30 -0.19
H 0.86 -0.83 0.77
C 0.49 -0.87 -1.38
N -0.43 0.25 -1.46
C -0.99 0.47 -2.78
C -1.65 1.84 -2.82
N -2.71 1.87 -1.83
C -3.69 2.88 -1.95
C -3.45 4.08 -2.61
C -4.44 5.03 -2.74
C -5.70 4.81 -2.20
C -5.95 3.61 -1.56
C -4.97 2.63 -1.43
C -5.32 1.32 -0.79
H -6.36 1.06 -1.00
H -4.67 0.53 -1.16
H -5.21 1.37 0.30
H -6.94 3.41 -1.16
H -6.47 5.55 -2.29
H -4.23 5.96 -3.25
H -2.47 4.27 -3.02
C -2.15 1.66 -0.51
C -1.49 0.28 -0.47
H -1.06 0.12 0.52
H -2.25 -0.49 -0.66
H -2.94 1.72 0.24
H -1.39 2.42 -0.28
H -2.08 2.02 -3.81
H -0.88 2.60 -2.62
H -0.19 0.43 -3.52
H -1.75 -0.29 -3.03
C -0.14 -2.27 -1.35
C 0.98 -3.31 -1.34
C 1.92 -3.07 -0.17
H 2.76 -3.76 -0.19
H 1.38 -3.20 0.78
H 0.56 -4.32 -1.27
H 1.54 -3.25 -2.28
H -0.79 -2.42 -2.21
H -0.74 -2.38 -0.44
H 1.12 -0.81 -2.28
O 5.47 -1.30 3.56
H 5.18 -1.58 6.27
H 5.37 -3.18 5.54

Summary:
HOMO-LUMO gap ... 8.80 eV
Total energy ... -1679.36557 Ha
Molecular weight ... 429.6 g/mol
Structure (SMILES) ... CCc1nnc(SCC(=O)N2CCC[C@@H](N3CCN(c4ccccc4C)CC3)C2)o1
Total charge ... 0
ΔE to the lowest compared entry with this formula, charge and spin ... 35.9 kcal per mole

Atom charges from the natural (NBO) analysis, given in e for atoms 1 to 8:
1. C -0.59
2. H 0.21
3. H 0.22
4. H 0.22
5. C -0.46
6. C 0.46
7. N -0.30
8. N -0.36

---

2 unconnected molecules or ions with the total composition C3H9NO2. Source: the OMol25 dataset; level of theory: wB97M-V/def2-TZVPD.

Cartesian coordinates (Å):
C 2.60 0.57 0.18
O 1.99 -0.70 0.36
H -0.33 0.58 -0.62
H 2.10 1.14 -0.61
H 3.62 0.38 -0.13
H 2.60 1.15 1.10
N -0.69 -0.33 -0.33
C -2.08 -0.35 -0.22
C -2.77 0.48 0.56
O -0.22 -1.33 -1.23
H 0.68 -1.55 -0.91
H 1.18 -0.58 0.86
H -2.55 -1.17 -0.74
H -3.83 0.40 0.65
H -2.29 1.29 1.09

Summary:
HOMO-LUMO gap ... 9.37 eV
Total energy ... -324.83538 Ha
Molecular weight ... 91.1 g/mol
Structure (SMILES) ... C=CNO.CO
Total charge ... 0
ΔE to the lowest compared entry with this formula, charge and spin ... 86.1 kcal per mole

Atom charges from the natural (NBO) analysis, given in e for atoms 1 to 8:
1. C -0.25
2. O -0.75
3. H 0.35
4. H 0.15
5. H 0.19
6. H 0.17
7. N -0.37
8. C -0.02

---

6 unconnected molecules or ions with the total composition C18H31B2IN9O3 in a non-equilibrium geometry. Source: the OMol25 dataset; level of theory: wB97M-V/def2-TZVPD.

Cartesian coordinates (Å):
C 3.59 -0.23 -3.83
C 3.80 0.38 -2.30
C 2.73 -0.27 -1.20
I 3.34 0.14 0.91
C 1.15 0.06 -1.51
C 0.15 -1.20 -1.94
B 0.51 -2.77 -2.15
O 1.80 -3.34 -2.63
O -0.57 -3.77 -1.86
C -1.41 -0.75 -2.17
C -1.85 0.80 -1.99
C -3.42 1.29 -2.17
N -3.93 1.21 -3.59
N -0.82 1.79 -1.65
N 0.46 1.39 -1.46
B 1.32 2.64 -1.12
N 1.82 3.40 -2.37
O 1.60 3.10 0.25
H 4.04 0.59 -4.56
H 4.28 -1.20 -3.88
H 2.46 -0.46 -4.02
H 4.86 -0.03 -1.95
H 3.87 1.54 -2.26
H 2.98 -1.44 -1.27
H 1.99 -3.00 -3.55
H -1.21 -3.71 -2.65
H -2.20 -1.58 -2.45
H -3.50 2.38 -1.73
H -4.11 0.61 -1.48
H -3.22 1.51 -4.29
H -4.34 0.28 -3.81
H 2.86 3.53 -2.34
H 1.53 2.88 -3.25
H 2.37 3.76 0.20
C -0.07 -7.27 -1.79
C -0.85 -8.32 -2.56
N -1.50 -9.19 -3.21
H -0.52 -6.29 -1.93
H -0.09 -7.51 -0.72
H 0.97 -7.25 -2.13
C 0.77 -2.05 2.70
C 1.02 -2.11 4.20
N 1.22 -2.15 5.44
H 1.72 -2.06 2.16
H 0.18 -2.92 2.39
H 0.22 -1.14 2.45
C -0.72 4.72 2.11
C -2.22 4.46 2.04
N -3.46 4.25 1.99
H -0.31 4.29 3.03
H -0.22 4.26 1.25
H -0.53 5.80 2.11
C 2.63 1.14 4.80
C 1.85 2.45 4.84
N 1.21 3.53 4.88
H 3.45 1.22 4.08
H 3.04 0.92 5.78
H 1.97 0.32 4.50
C -5.23 2.30 4.34
C -5.84 1.15 5.13
N -6.34 0.20 5.79
H -4.33 2.66 4.84
H -4.96 1.96 3.33
H -5.95 3.11 4.26

Summary:
HOMO-LUMO gap ... 6.56 eV
Total energy ... -1769.86029 Ha
Molecular weight ... 570.0 g/mol
Total charge ... +1

Atom charges from the natural (NBO) analysis, given in e for atoms 1 to 8:
1. C -0.65
2. C -0.43
3. C -0.43
4. I 0.19
5. C 0.29
6. C -0.38
7. B 1.20
8. O -0.92